{
  "formula": "C49H66N5O26P",
  "method": "ωB97M-V/def2-TZVPD",
  "gap_ev": 8.78,
  "smiles": "O=[N+]([O-])c1ccccc1.O=[N+]([O-])c1ccccc1.O=[N+]([O-])c1ccccc1.O=[N+]([O-])c1ccccc1.O=[N+]([O-])c1ccccc1.COP(=O)(OC)OC.CCOC(=O)OC.CCOC(=O)OC.CCOC(=O)OC.CCOC(=O)OC",
  "homo_ha": -0.3532,
  "e_tot_ev": -121843.9929,
  "symbols": ["C", "C", "O", "C", "O", "O", "C", "H", "H", "H", "H", "H", "H", "H", "H", "C", "C", "O", "C", "O", "O", "C", "H", "H", "H", "H", "H", "H", "H", "H", "C", "C", "O", "C", "O", "O", "C", "H", "H", "H", "H", "H", "H", "H", "H", "C", "C", "O", "C", "O", "O", "C", "H", "H", "H", "H", "H", "H", "H", "H", "C", "C", "C", "C", "C", "C", "N", "O", "O", "H", "H", "H", "H", "H", "C", "C", "C", "C", "C", "C", "N", "O", "O", "H", "H", "H", "H", "H", "C", "C", "C", "C", "C", "C", "N", "O", "O", "H", "H", "H", "H", "H", "C", "C", "C", "C", "C", "C", "N", "O", "O", "H", "H", "H", "H", "H", "C", "C", "C", "C", "C", "C", "N", "O", "O", "H", "H", "H", "H", "H", "C", "O", "P", "O", "O", "C", "O", "C", "H", "H", "H", "H", "H", "H", "H", "H", "H"],
  "xyz": [[1.65, -4.13, 0.34], [2.37, -4.53, -1.00], [3.70, -4.07, -0.95], [4.22, -4.07, -2.16], [3.83, -4.49, -3.28], [5.44, -3.71, -2.03], [6.25, -3.46, -3.13], [0.64, -4.54, 0.38], [1.57, -3.05, 0.43], [2.24, -4.53, 1.16], [1.82, -4.04, -1.80], [2.38, -5.61, -1.14], [6.01, -4.16, -3.93], [7.27, -3.67, -2.79], [6.23, -2.44, -3.51], [0.47, -1.76, 4.55], [0.98, -2.90, 3.73], [0.14, -4.06, 3.82], [-0.96, -4.10, 3.21], [-1.52, -3.17, 2.53], [-1.42, -5.30, 3.42], [-2.61, -5.69, 2.76], [0.17, -2.13, 5.53], [-0.42, -1.46, 4.00], [1.17, -0.95, 4.76], [1.97, -3.19, 4.07], [1.09, -2.68, 2.66], [-2.62, -5.56, 1.67], [-3.47, -5.13, 3.14], [-2.78, -6.74, 2.99], [-9.53, -0.23, 1.50], [-8.41, -0.81, 0.73], [-7.50, -1.48, 1.72], [-6.17, -1.22, 1.68], [-5.62, -0.45, 0.90], [-5.56, -1.89, 2.69], [-4.15, -1.86, 2.81], [-10.23, -1.03, 1.75], [-10.05, 0.40, 0.77], [-9.27, 0.40, 2.35], [-7.91, -0.10, 0.08], [-8.90, -1.53, 0.08], [-3.70, -2.03, 1.83], [-3.84, -2.67, 3.47], [-3.75, -0.90, 3.14], [-4.03, 4.75, 7.38], [-3.37, 4.78, 6.03], [-4.29, 4.25, 5.10], [-3.91, 3.56, 4.04], [-2.78, 3.35, 3.57], [-5.01, 3.22, 3.35], [-4.97, 2.28, 2.31], [-4.89, 5.43, 7.40], [-3.43, 5.17, 8.19], [-4.34, 3.77, 7.73], [-2.53, 4.09, 6.08], [-2.96, 5.74, 5.71], [-4.34, 2.58, 1.47], [-5.98, 2.11, 1.93], [-4.65, 1.32, 2.71], [-2.32, 0.45, -1.29], [-2.09, 0.16, 0.07], [-0.77, -0.09, 0.47], [0.27, -0.09, -0.45], [0.00, 0.29, -1.81], [-1.31, 0.61, -2.19], [1.67, -0.36, 0.04], [2.57, -0.39, -0.76], [1.87, -0.51, 1.30], [-3.31, 0.62, -1.70], [-2.87, 0.16, 0.83], [-0.59, -0.32, 1.51], [0.76, 0.33, -2.57], [-1.49, 0.92, -3.21], [-0.41, -2.36, -5.46], [0.01, -2.10, -4.21], [1.42, -1.87, -4.00], [2.30, -1.68, -5.04], [1.79, -1.79, -6.37], [0.48, -2.19, -6.51], [3.70, -1.36, -4.92], [4.41, -1.45, -5.97], [4.14, -1.08, -3.83], [-1.44, -2.62, -5.64], [-0.63, -2.14, -3.35], [1.79, -1.75, -2.99], [2.39, -1.77, -7.27], [0.08, -2.35, -7.50], [2.02, 2.43, -4.08], [2.39, 3.62, -3.41], [1.63, 4.75, -3.53], [0.54, 4.77, -4.39], [0.15, 3.59, -5.06], [0.89, 2.41, -4.88], [-0.29, 6.00, -4.55], [-0.30, 6.84, -3.69], [-0.90, 6.06, -5.60], [2.63, 1.56, -3.89], [3.26, 3.62, -2.76], [1.95, 5.67, -3.05], [-0.73, 3.65, -5.67], [0.63, 1.47, -5.34], [-7.30, -2.94, -2.66], [-7.80, -2.50, -3.88], [-7.06, -1.55, -4.60], [-5.92, -0.97, -4.01], [-5.48, -1.40, -2.76], [-6.13, -2.44, -2.07], [-5.10, 0.05, -4.70], [-5.60, 0.70, -5.62], [-3.97, 0.31, -4.33], [-7.88, -3.70, -2.16], [-8.69, -2.88, -4.36], [-7.33, -1.31, -5.61], [-4.56, -1.02, -2.35], [-5.70, -2.76, -1.13], [6.09, 2.04, 4.58], [7.07, 1.08, 4.73], [6.85, -0.24, 4.30], [5.58, -0.54, 3.71], [4.56, 0.45, 3.64], [4.87, 1.77, 4.01], [5.28, -1.91, 3.22], [6.23, -2.61, 3.13], [4.11, -2.22, 2.88], [6.27, 3.07, 4.85], [7.94, 1.27, 5.34], [7.67, -0.93, 4.42], [3.52, 0.27, 3.37], [4.21, 2.62, 3.98], [7.11, 6.12, 0.14], [6.47, 5.02, 0.80], [5.77, 3.79, -0.05], [5.37, 4.04, -1.44], [4.55, 3.33, 0.89], [3.75, 2.21, 0.53], [6.85, 2.56, 0.19], [7.38, 2.30, 1.48], [7.47, 5.89, -0.86], [7.96, 6.39, 0.76], [6.34, 6.88, 0.01], [4.12, 1.55, -0.25], [2.89, 2.60, -0.02], [3.38, 1.61, 1.36], [8.47, 2.37, 1.41], [7.27, 1.24, 1.68], [7.14, 3.02, 2.26]],
  "mulliken_charge": [-0.811, -0.248, -0.216, 0.956, -0.670, -0.373, -0.695, 0.388, -0.183, 0.420, 0.129, 0.426, 0.368, 0.276, 0.215, -1.130, 0.888, -0.365, 0.744, -0.392, -0.397, -0.638, 0.413, 0.126, 0.254, 0.252, -0.457, 0.295, 0.253, 0.257, -1.304, 0.010, -0.376, 0.783, -0.477, -0.378, -0.365, 0.308, 0.375, 0.353, 0.302, 0.207, 0.240, 0.173, 0.163, -1.185, -0.191, -0.288, 0.715, -0.607, -0.358, -0.300, 0.301, 0.395, 0.292, 0.293, 0.311, 0.343, 0.241, 0.025, -0.465, -0.941, 0.011, -0.647, -0.110, -1.486, 0.903, -0.474, -0.350, 0.710, 0.655, 0.619, 0.892, 0.647, -0.854, -0.731, 0.385, -0.286, -0.851, -0.290, 1.131, -0.636, -0.532, 0.430, 0.613, 0.733, 0.533, 0.391, -0.647, -0.608, -0.653, 0.237, -0.651, -0.264, 0.913, -0.581, -0.569, 0.646, 0.734, 0.448, 0.479, 0.533, -0.313, -0.695, -0.350, -0.136, 0.250, -0.765, 0.925, -0.570, -0.513, 0.412, 0.420, 0.445, 0.374, 0.485, -0.656, -0.343, -0.637, -0.073, -0.281, -0.328, 1.033, -0.596, -0.524, 0.434, 0.393, 0.454, 0.720, 0.364, -0.695, -0.317, 1.007, -0.685, -0.329, -0.617, -0.380, -0.639, 0.337, 0.251, 0.271, 0.462, 0.448, -0.041, 0.402, 0.227, 0.267]
}



{
  "formula": "C49H70B2Cl2N10O8S2",
  "method": "ωB97M-V/def2-TZVPD",
  "gap_ev": 6.79,
  "smiles": "C#CCc1c2c(c(Cl)c(CON=O)c1B(O)N(C)C)Sc1c(c(S(C)(=O)=O)c(Cl)c(N(C(C)=O)C(C)=O)c1B(O)CC)N2.CCCC#N.CCCC#N.CCCC#N.CCCC#N.CCCC#N.CCCC#N",
  "homo_ha": -0.2951,
  "e_tot_ev": -131278.1662,
  "symbols": ["C", "C", "C", "C", "C", "C", "C", "Cl", "C", "C", "O", "N", "O", "C", "B", "O", "N", "C", "C", "S", "C", "C", "C", "S", "C", "O", "O", "C", "Cl", "C", "N", "C", "C", "O", "C", "C", "O", "C", "B", "O", "C", "C", "N", "H", "H", "H", "H", "H", "H", "H", "H", "H", "H", "H", "H", "H", "H", "H", "H", "H", "H", "H", "H", "H", "H", "H", "H", "H", "H", "H", "H", "C", "C", "C", "C", "N", "H", "H", "H", "H", "H", "H", "H", "C", "C", "C", "C", "N", "H", "H", "H", "H", "H", "H", "H", "C", "C", "C", "C", "N", "H", "H", "H", "H", "H", "H", "H", "C", "C", "C", "C", "N", "H", "H", "H", "H", "H", "H", "H", "C", "C", "C", "C", "N", "H", "H", "H", "H", "H", "H", "H", "C", "C", "C", "C", "N", "H", "H", "H", "H", "H", "H", "H"],
  "xyz": [[2.71, -1.45, -5.97], [1.46, -0.99, -5.89], [0.04, -0.20, -5.91], [-0.23, 0.27, -4.40], [0.31, 1.71, -3.91], [0.04, 2.05, -2.41], [-0.76, 1.10, -1.40], [-1.02, 1.70, 0.34], [-1.30, -0.31, -1.87], [-2.06, -1.26, -0.81], [-3.51, -1.30, -1.00], [-4.09, -0.18, -0.51], [-5.28, -0.39, -0.46], [-1.00, -0.71, -3.40], [-1.53, -2.20, -3.83], [-2.81, -2.77, -3.46], [-0.64, -3.05, -4.73], [0.03, -4.14, -3.95], [-1.40, -3.58, -5.92], [0.66, 3.64, -1.69], [1.13, 4.63, -3.21], [1.27, 3.91, -4.60], [1.74, 4.84, -5.83], [1.98, 4.02, -7.47], [3.04, 2.46, -7.36], [2.61, 4.86, -8.55], [0.63, 3.53, -8.03], [1.98, 6.40, -5.58], [2.46, 7.57, -6.94], [1.82, 7.10, -4.15], [2.07, 8.53, -3.86], [1.10, 9.44, -4.51], [1.17, 11.02, -4.09], [0.19, 9.12, -5.34], [3.48, 8.93, -4.05], [4.65, 8.28, -3.10], [3.91, 9.74, -4.95], [1.37, 6.18, -2.95], [1.22, 6.88, -1.46], [1.89, 6.28, -0.30], [0.38, 8.25, -1.17], [1.42, 9.44, -0.72], [1.03, 2.49, -4.93], [3.76, -1.67, -6.41], [-0.77, -0.92, -6.33], [0.13, 0.65, -6.68], [-1.90, -0.91, 0.29], [-1.67, -2.34, -0.87], [-2.64, -3.75, -3.38], [-0.56, -5.14, -3.97], [1.05, -4.38, -4.48], [0.31, -3.84, -2.87], [-0.81, -3.42, -6.91], [-2.41, -3.03, -6.05], [-1.61, -4.72, -5.83], [3.71, 2.32, -8.28], [3.76, 2.65, -6.46], [2.37, 1.56, -7.09], [0.29, 11.17, -3.34], [1.11, 11.73, -4.99], [2.13, 11.26, -3.46], [5.32, 7.55, -3.72], [5.36, 9.09, -2.69], [4.17, 7.64, -2.27], [2.71, 5.85, -0.67], [-0.09, 8.60, -2.17], [-0.46, 8.13, -0.37], [0.87, 10.45, -0.50], [2.21, 9.68, -1.52], [2.02, 9.12, 0.23], [0.39, 2.51, -5.76], [-2.76, -6.11, 1.83], [-3.82, -5.61, 0.86], [-3.61, -6.11, -0.57], [-2.28, -5.63, -1.09], [-1.22, -5.24, -1.50], [-1.76, -5.75, 1.56], [-2.97, -5.75, 2.84], [-2.73, -7.20, 1.86], [-3.83, -4.51, 0.87], [-4.81, -5.94, 1.21], [-4.41, -5.73, -1.22], [-3.63, -7.20, -0.60], [-3.31, -3.93, 7.36], [-4.38, -3.43, 6.39], [-4.16, -3.93, 4.96], [-2.83, -3.45, 4.44], [-1.78, -3.06, 4.03], [-2.32, -3.57, 7.09], [-3.52, -3.57, 8.37], [-3.29, -5.02, 7.38], [-4.38, -2.33, 6.40], [-5.36, -3.76, 6.74], [-4.96, -3.55, 4.31], [-4.19, -5.02, 4.93], [4.52, 3.53, 2.95], [4.50, 4.84, 3.72], [3.56, 5.88, 3.09], [4.01, 6.20, 1.69], [4.37, 6.45, 0.58], [4.89, 3.66, 1.93], [5.17, 2.81, 3.44], [3.51, 3.09, 2.89], [5.52, 5.24, 3.77], [4.18, 4.65, 4.75], [3.57, 6.80, 3.69], [2.53, 5.51, 3.07], [-6.47, -1.75, -5.40], [-7.66, -1.64, -4.44], [-7.35, -2.20, -3.05], [-7.00, -3.66, -3.15], [-6.72, -4.82, -3.23], [-6.19, -2.79, -5.57], [-6.72, -1.32, -6.37], [-5.60, -1.22, -5.00], [-8.51, -2.17, -4.88], [-7.94, -0.59, -4.35], [-8.23, -2.08, -2.40], [-6.52, -1.66, -2.59], [1.84, -2.80, 6.24], [2.79, -3.97, 5.98], [2.06, -5.31, 5.86], [1.33, -5.61, 7.15], [0.76, -5.84, 8.17], [1.32, -2.91, 7.19], [2.40, -1.86, 6.28], [1.09, -2.71, 5.44], [3.53, -4.01, 6.78], [3.33, -3.78, 5.05], [2.77, -6.11, 5.66], [1.33, -5.28, 5.04], [3.85, -8.11, 12.36], [2.78, -7.61, 11.39], [3.00, -8.11, 9.96], [4.33, -7.63, 9.44], [5.39, -7.24, 9.03], [4.84, -7.75, 12.09], [3.64, -7.76, 13.37], [3.87, -9.21, 12.38], [2.78, -6.52, 11.40], [1.80, -7.94, 11.74], [2.20, -7.74, 9.31], [2.98, -9.21, 9.93]],
  "mulliken_charge": [-0.475, -0.219, -0.490, -0.087, -0.052, 0.155, -0.202, -0.251, 0.101, -0.883, 0.079, 0.153, -0.348, 0.526, 0.396, -0.263, 0.138, -0.918, -0.938, -0.288, -0.409, 0.622, -0.081, 1.402, -0.652, -0.642, -0.650, 0.166, -0.109, -1.684, 1.030, 0.594, -0.888, -0.519, 0.423, -0.737, -0.544, 0.166, 0.372, -0.506, -0.272, -0.646, -0.021, 0.340, 0.110, 0.469, 0.464, 0.127, 0.143, 0.291, 0.274, 0.303, 0.257, 0.301, 0.313, 0.392, 0.280, 0.105, 0.273, 0.300, 0.236, 0.302, 0.319, 0.003, 0.217, 0.174, 0.402, 0.299, 0.022, 0.219, 0.402, -0.959, -0.241, -0.278, 0.197, -0.460, 0.316, 0.034, 0.344, 0.126, 0.372, 0.144, 0.357, -1.085, -0.563, -0.228, 0.236, -0.533, 0.283, 0.352, 0.294, 0.309, 0.335, 0.337, 0.313, -1.141, -0.429, -0.408, 0.478, -0.621, 0.345, 0.341, 0.289, 0.291, 0.313, 0.342, 0.273, -1.081, -0.572, 0.081, 0.255, -0.577, 0.358, 0.370, 0.227, 0.308, 0.328, 0.368, -0.025, -1.039, -0.467, -0.268, 0.276, -0.569, 0.338, 0.322, 0.237, 0.295, 0.323, 0.289, 0.281, -1.164, -0.429, -0.185, 0.234, -0.492, 0.348, 0.336, 0.298, 0.283, 0.330, 0.104, 0.316]
}



{
  "formula": "C49H73As3KN2P2Si2",
  "method": "ωB97M-V/def2-TZVPD",
  "gap_ev": 5.70,
  "de_lowest_kcal_mol": 3.4,
  "charge": -1,
  "homo_ha": -0.1373,
  "e_tot_ev": -288157.5810,
  "symbols": ["K", "C", "C", "C", "C", "C", "C", "C", "H", "H", "H", "H", "H", "H", "H", "H", "C", "Si", "C", "C", "N", "P", "C", "P", "N", "Si", "C", "C", "C", "C", "C", "C", "C", "C", "C", "C", "C", "C", "C", "C", "C", "C", "C", "C", "C", "C", "C", "C", "C", "C", "C", "C", "C", "H", "H", "H", "H", "H", "H", "H", "H", "H", "H", "H", "H", "H", "H", "H", "H", "H", "H", "H", "H", "H", "H", "H", "H", "H", "H", "H", "H", "H", "H", "H", "H", "H", "H", "H", "H", "H", "H", "C", "As", "C", "C", "C", "C", "C", "As", "C", "C", "C", "As", "C", "C", "H", "H", "H", "H", "H", "H", "H", "H", "H", "H", "H", "H", "H", "H", "H", "H", "H", "H", "H", "H", "H", "H", "H", "H", "H", "H", "H"],
  "xyz": [[0.24, -0.39, -0.46], [-2.95, -2.29, 0.66], [-1.75, -1.95, 1.51], [-1.65, -0.68, 2.08], [-0.51, -0.32, 2.80], [0.53, -1.21, 2.96], [0.43, -2.48, 2.41], [-0.70, -2.84, 1.69], [-2.91, -3.32, 0.32], [-2.97, -1.62, -0.21], [-3.88, -2.13, 1.21], [-2.43, 0.05, 1.93], [-0.45, 0.68, 3.21], [1.42, -0.92, 3.51], [1.24, -3.19, 2.54], [-0.76, -3.83, 1.24], [-1.01, 5.30, 1.61], [-0.91, 3.43, 1.91], [0.75, 3.23, 2.80], [-2.25, 3.07, 3.20], [-0.95, 2.45, 0.54], [-2.03, 2.23, -0.63], [-2.06, 0.75, -1.33], [-2.04, -0.11, -2.73], [-0.95, -1.28, -2.81], [0.08, -1.97, -3.93], [-0.52, -2.03, -5.72], [1.77, -1.11, -4.01], [0.45, -3.75, -3.41], [-3.69, -0.87, -3.03], [-3.82, -2.14, -3.58], [-5.08, -2.69, -3.79], [-6.22, -1.98, -3.43], [-6.09, -0.71, -2.87], [-4.83, -0.17, -2.66], [-1.84, 0.93, -4.24], [-2.77, 1.04, -5.27], [-2.52, 1.85, -6.37], [-1.33, 2.56, -6.46], [-0.40, 2.47, -5.44], [-0.66, 1.66, -4.34], [-3.69, 2.64, 0.06], [-4.17, 3.94, 0.20], [-5.39, 4.20, 0.81], [-6.16, 3.15, 1.29], [-5.70, 1.84, 1.15], [-4.49, 1.60, 0.53], [-1.84, 3.58, -1.86], [-2.79, 3.78, -2.86], [-2.61, 4.73, -3.84], [-1.45, 5.51, -3.85], [-0.49, 5.32, -2.87], [-0.69, 4.36, -1.88], [-0.84, 5.83, 2.55], [-1.99, 5.61, 1.23], [-0.26, 5.63, 0.89], [0.70, 3.61, 3.82], [1.52, 3.80, 2.27], [1.08, 2.18, 2.83], [-2.11, 3.72, 4.07], [-2.23, 2.04, 3.54], [-3.25, 3.27, 2.80], [-0.67, -1.02, -6.10], [-1.47, -2.56, -5.82], [0.21, -2.53, -6.36], [1.66, -0.11, -4.45], [2.48, -1.67, -4.63], [2.21, -0.99, -3.02], [-0.46, -4.35, -3.43], [0.83, -3.76, -2.38], [1.19, -4.23, -4.06], [-2.92, -2.69, -3.84], [-5.17, -3.68, -4.21], [-7.20, -2.41, -3.59], [-6.98, -0.16, -2.58], [-4.72, 0.80, -2.19], [-3.70, 0.48, -5.22], [-3.25, 1.91, -7.17], [-1.14, 3.19, -7.32], [0.52, 3.03, -5.49], [0.06, 1.61, -3.53], [-3.58, 4.77, -0.18], [-5.75, 5.21, 0.90], [-7.11, 3.34, 1.77], [-6.30, 1.01, 1.51], [-4.13, 0.58, 0.37], [-3.69, 3.16, -2.87], [-3.35, 4.86, -4.62], [-1.30, 6.25, -4.63], [0.41, 5.92, -2.87], [0.05, 4.21, -1.10], [5.14, 1.91, -1.18], [3.56, 0.87, -0.65], [2.49, 2.43, -0.15], [4.07, 0.36, 1.19], [4.92, -0.91, 1.38], [5.49, -0.88, 2.80], [4.08, -2.20, 1.27], [2.88, -2.56, -0.27], [4.15, -2.86, -1.74], [2.68, -4.47, 0.15], [6.07, -0.91, 0.37], [7.39, -2.38, 0.51], [8.19, -2.04, -1.25], [8.77, -1.42, 1.54], [5.54, 2.48, -0.33], [4.83, 2.61, -1.96], [5.92, 1.27, -1.58], [3.06, 3.08, 0.51], [1.54, 2.16, 0.33], [2.24, 2.97, -1.06], [3.13, 0.27, 1.75], [4.60, 1.22, 1.63], [4.68, -0.78, 3.53], [6.17, -0.04, 2.93], [6.03, -1.80, 3.03], [3.39, -2.23, 2.12], [4.74, -3.06, 1.37], [5.04, -3.38, -1.39], [4.42, -1.91, -2.21], [3.64, -3.47, -2.48], [3.66, -4.94, 0.27], [2.14, -4.96, -0.66], [2.10, -4.60, 1.07], [6.62, 0.03, 0.45], [5.68, -0.97, -0.65], [7.50, -2.36, -2.03], [9.12, -2.59, -1.35], [8.39, -0.97, -1.38], [8.47, -1.34, 2.58], [8.93, -0.42, 1.13], [9.70, -1.98, 1.50]],
  "mulliken_charge": [2.336, -1.315, 0.808, 0.363, -0.242, -0.844, -0.700, -0.489, 0.372, 0.154, 0.429, -0.230, 0.399, 0.408, 0.633, 0.372, -1.265, 0.271, -1.017, -1.075, 0.587, 1.083, -1.731, 0.479, -0.053, 0.022, -1.036, -0.311, -0.565, -0.076, -0.587, -0.609, -0.658, -0.732, -0.137, 0.730, -0.918, -0.853, -0.777, -1.138, -0.024, 0.187, -0.567, -0.788, -0.652, -1.129, -0.096, 0.313, 0.061, -0.529, -0.736, -0.843, -0.294, 0.439, 0.305, 0.280, 0.448, 0.242, 0.036, 0.489, 0.259, 0.275, 0.200, 0.292, 0.428, 0.271, 0.448, -0.403, 0.356, -0.253, 0.278, 0.187, 0.386, 0.334, 0.443, 0.258, 0.430, 0.365, 0.359, 0.416, 0.876, 0.399, 0.392, 0.351, 0.471, 0.414, 0.194, 0.392, 0.340, 0.388, 0.139, -1.418, 0.806, -1.012, -1.508, 2.802, -2.295, -2.237, 1.030, -1.495, -1.524, -1.366, 0.233, -1.184, -1.178, 0.342, 0.487, 0.356, 0.615, -0.223, 0.397, -0.090, 0.604, 0.395, 0.478, 0.478, 0.555, 0.621, 0.462, 0.320, 0.571, 0.430, 0.415, 0.343, 1.050, -0.312, 0.283, 0.415, 0.360, 0.330, 0.328, 0.418]
}